Arrangement one

Entry from OMol25: a 2-piece molecular cluster, CH5O2P2 overall (ωB97M-V/def2-TZVPD).

ORCA input file:
```
! RIJCOSX wB97M-V def2-TZVPD def2/J DEFGRID3
* xyz -1 1
C -1.309 0.616 0.246
O 2.731 -0.948 -0.225
O 0.929 -1.795 1.213
P 0.450 1.152 0.480
P 1.335 -0.856 0.159
H -1.785 1.467 -0.079
H -1.764 0.256 1.170
H -1.156 -0.096 -0.581
H 0.512 1.394 -0.822
H 0.056 -1.190 -1.560
*
```

The calculation puts the lowest unoccupied orbital energy at 0.1546 Eh. The value obtained for the HOMO-LUMO gap is 8.211 eV.

=====

Arrangement two

Entry from OMol25: an isolated ion of composition CH5O2P2 and charge -1 (ωB97M-V/def2-TZVPD).

ORCA input file:
```
! RIJCOSX wB97M-V def2-TZVPD def2/J DEFGRID3
* xyz -1 1
C 0.200 -0.755 -1.216
O -0.643 1.727 2.158
O -1.419 -0.631 1.525
P -0.334 0.960 -0.806
P -0.467 0.494 1.358
H -0.692 -1.382 -1.190
H 0.902 -1.120 -0.464
H 0.645 -0.797 -2.211
H 0.943 1.500 -0.673
H 0.863 0.004 1.519
*
```

Its SMILES is CP[P@@H](=O)[O-]. The calculation puts the lowest unoccupied orbital energy at 0.1548 Eh. The value obtained for the HOMO-LUMO gap is 8.417 eV.

=====

Least stable of them? arrangement one.

=====

Arrangement one

Entry from OMol25: C20H28N2O3 as an isolated structure (ωB97M-V/def2-TZVPD).

ORCA input file:
```
! RIJCOSX wB97M-V def2-TZVPD def2/J DEFGRID3
* xyz 0 1
C 1.181 4.717 2.334
C 0.576 3.304 1.914
H -0.479 3.194 1.836
H 0.985 2.639 2.644
O 1.117 3.164 0.527
C 1.080 1.813 0.352
O 0.528 1.030 1.167
C 1.657 1.461 -1.225
C 2.926 2.311 -1.505
C 3.970 1.865 -0.524
C 4.396 0.187 -0.669
N 3.168 -0.380 -0.409
C 1.874 0.130 -1.314
H 2.312 -0.336 -2.262
H 1.102 -0.603 -1.144
C 3.249 -1.754 0.063
C 2.073 -2.182 1.045
C 0.892 -2.710 0.408
O 0.789 -3.897 -0.444
N -0.123 -1.989 0.674
C -1.459 -2.011 0.034
C -1.843 -3.271 -0.327
C -3.262 -3.382 -0.838
C -4.060 -2.233 -0.517
C -3.569 -1.121 -0.364
C -2.392 -1.004 0.287
H -2.026 0.104 0.795
C -4.672 -0.125 -0.073
H -4.646 0.606 1.062
H -4.620 0.762 -0.734
C -5.968 -0.867 -0.291
H -6.769 -0.130 -0.832
H -6.402 -1.151 0.759
C -5.632 -1.885 -1.032
H -6.193 -2.817 -0.779
H -5.632 -2.021 -2.114
H -3.728 -4.162 -1.497
H -1.326 -4.127 -0.353
H 0.069 -1.080 1.015
H 2.165 -1.585 1.772
H 2.500 -3.169 1.634
H 4.366 -1.993 0.557
H 3.172 -2.304 -0.951
H 4.552 0.240 -1.629
H 5.165 0.036 -0.046
H 3.622 2.054 0.510
H 4.816 2.422 -0.734
H 2.955 2.199 -2.403
H 2.675 3.276 -1.379
H 0.979 1.684 -1.765
H 0.840 5.021 3.166
H 0.887 5.426 1.440
H 2.169 4.644 2.160
*
```

The calculation puts the lowest unoccupied orbital energy at 0.0215 Eh. The value obtained for the HOMO-LUMO gap is 8.129 eV.

=====

Arrangement two

Entry from OMol25: one molecule with the formula C20H28N2O3 (ωB97M-V/def2-TZVPD).

ORCA input file:
```
! RIJCOSX wB97M-V def2-TZVPD def2/J DEFGRID3
* xyz 0 1
O -1.454 -0.920 -1.638
C -2.667 -0.961 -1.587
N -3.396 -1.257 -0.490
C -2.839 -1.282 0.836
H -1.803 -1.614 0.755
H -3.396 -2.006 1.439
C -2.893 0.103 1.507
C -2.390 1.164 0.538
O -3.181 1.680 -0.241
N -1.091 1.514 0.537
C -0.048 1.057 1.418
H -0.432 0.308 2.107
H 0.298 1.918 2.007
C 1.153 0.434 0.660
C 1.238 1.047 -0.744
C 0.792 2.503 -0.707
C -0.703 2.549 -0.414
H -1.273 2.366 -1.329
H -1.002 3.531 -0.027
H 0.979 2.986 -1.667
H 1.351 3.053 0.053
H 0.568 0.499 -1.409
H 2.251 0.952 -1.134
C 0.929 -1.083 0.511
O 0.618 -1.733 1.725
H 1.402 -1.726 2.285
H 0.074 -1.247 -0.148
H 1.810 -1.535 0.041
C 2.426 0.725 1.497
C 3.691 0.149 0.929
C 4.475 0.898 0.058
C 5.629 0.371 -0.492
C 6.026 -0.916 -0.174
C 5.268 -1.664 0.710
C 4.114 -1.133 1.258
H 3.549 -1.727 1.964
H 5.578 -2.664 0.977
H 6.925 -1.330 -0.604
H 6.223 0.968 -1.169
H 4.186 1.912 -0.182
H 2.267 0.338 2.508
H 2.541 1.808 1.576
H -2.346 0.078 2.446
H -3.934 0.356 1.722
C -4.820 -1.102 -0.706
H -5.142 -0.101 -0.396
C -4.955 -1.269 -2.220
H -5.043 -2.326 -2.475
C -3.629 -0.713 -2.733
H -3.682 0.369 -2.871
H -3.279 -1.167 -3.658
H -5.819 -0.740 -2.617
H -5.374 -1.854 -0.138
*
```

Its SMILES is O=C1CCCN1CCC(=O)N1CCC[C@@](CO)(Cc2ccccc2)C1. The calculation puts the lowest unoccupied orbital energy at 0.0264 Eh. The value obtained for the HOMO-LUMO gap is 9.457 eV.

=====

Least stable of them? arrangement one.

=====

Arrangement one

Entry from OMol25: an isolated ion of composition C2H4NO2 and charge +1 (ωB97M-V/def2-TZVPD).

ORCA input file:
```
! RIJCOSX wB97M-V def2-TZVPD def2/J DEFGRID3
* xyz 1 1
C 0.078 -0.209 -0.582
C -1.019 0.148 0.367
N 1.393 0.095 -0.086
O 2.323 0.767 0.359
O 1.136 -1.160 -0.032
H 0.047 -0.250 -1.599
H -1.730 -0.686 0.567
H -1.527 0.769 -0.276
H -0.701 0.526 1.281
*
```

Its SMILES is C[C@@H]1O[N+]1=O. The calculation puts the lowest unoccupied orbital energy at -0.2807 Eh. The value obtained for the HOMO-LUMO gap is 10.907 eV.

=====

Arrangement two

Entry from OMol25: an isolated ion of composition C2H4NO2 and charge +1 (ωB97M-V/def2-TZVPD).

ORCA input file:
```
! RIJCOSX wB97M-V def2-TZVPD def2/J DEFGRID3
* xyz 1 1
C -0.509 -0.752 -2.153
C 0.053 0.146 -1.169
N -0.004 -0.253 0.300
O -0.980 -1.520 -2.832
O 1.079 -0.345 -1.962
H -0.110 1.195 -1.334
H 0.839 0.016 0.787
H 0.136 -1.287 0.302
H -0.965 -0.029 0.477
*
```

Its SMILES is [NH3+][C@H]1OC1=O. The calculation puts the lowest unoccupied orbital energy at -0.1719 Eh. The value obtained for the HOMO-LUMO gap is 11.161 eV.

=====

Least stable of them? arrangement one.

=====

Arrangement one

Entry from OMol25: one molecule with the formula H3PS (ωB97M-V/def2-TZVPD).

ORCA input file:
```
! RIJCOSX wB97M-V def2-TZVPD def2/J DEFGRID3
* xyz 0 1
P -0.687 -0.426 0.021
S 1.540 -0.130 0.023
H -0.943 0.978 -0.504
H -0.460 -0.142 1.300
H 1.859 -0.232 -1.371
*
```

Its SMILES is PS. The calculation puts the lowest unoccupied orbital energy at 0.0130 Eh. The value obtained for the HOMO-LUMO gap is 9.408 eV.

=====

Arrangement two

Entry from OMol25: one molecule with the formula H3PS (ωB97M-V/def2-TZVPD).

ORCA input file:
```
! RIJCOSX wB97M-V def2-TZVPD def2/J DEFGRID3
* xyz 0 1
P -0.824 -0.667 0.088
S 1.574 -0.257 0.018
H -1.154 0.606 -0.361
H -1.190 -0.049 1.380
H 1.595 0.367 -1.126
*
```

Its SMILES is PS. The calculation puts the lowest unoccupied orbital energy at -0.0081 Eh. The value obtained for the HOMO-LUMO gap is 9.018 eV.

=====

Least stable of them? arrangement two.

=====

Arrangement one

Entry from OMol25: an isolated ion of composition C8H14N and charge +1 (ωB97M-V/def2-TZVPD).

ORCA input file:
```
! RIJCOSX wB97M-V def2-TZVPD def2/J DEFGRID3
* xyz 1 1
C 0.466 -1.466 -0.085
C -0.165 -0.272 0.268
C 0.905 0.386 1.141
C 0.672 0.970 -0.077
C 1.173 1.580 -1.257
C 0.318 1.867 1.210
C -2.417 -1.391 -0.594
C -1.657 -0.416 0.390
N 1.816 -1.512 0.113
H 0.118 -2.464 -0.524
H 2.057 2.115 -0.853
H 0.524 2.425 -1.448
H 1.308 1.078 -2.192
H 0.969 2.726 1.365
H 1.620 0.321 1.898
H -0.785 2.129 1.299
H -1.736 -1.551 -1.415
H -3.202 -0.889 -1.068
H -2.789 -2.328 -0.192
H -1.818 -0.640 1.513
H -2.079 0.593 0.379
H 2.198 -2.501 -0.012
H 2.503 -0.759 0.141
*
```

Its SMILES is CC[C@]1(C=[NH2+])[C@@H]2C[C@@]21C. The calculation puts the lowest unoccupied orbital energy at -0.1813 Eh. The value obtained for the HOMO-LUMO gap is 8.572 eV.

=====

Arrangement two

Entry from OMol25: an isolated ion of composition C8H14N and charge +1 (ωB97M-V/def2-TZVPD).

ORCA input file:
```
! RIJCOSX wB97M-V def2-TZVPD def2/J DEFGRID3
* xyz 1 1
C 2.052 1.816 0.569
C 2.322 0.569 0.248
C 1.250 -0.611 0.037
C -1.253 -1.353 -0.104
C -1.295 0.140 -0.074
C 1.858 -1.910 -0.120
C -1.382 0.793 -1.483
C -1.921 0.726 1.254
N -0.068 -0.541 -0.002
H 2.904 2.449 0.830
H 1.133 2.031 0.948
H 3.290 0.243 0.206
H -1.588 -1.953 0.766
H -1.478 -2.073 -0.900
H 1.214 -2.646 -0.417
H 2.752 -1.866 -0.820
H 2.232 -2.338 0.811
H -0.840 1.684 -1.608
H -2.442 0.764 -1.677
H -0.903 0.091 -2.230
H -1.839 1.818 1.609
H -1.630 0.001 2.171
H -2.987 0.698 0.921
*
```

Its SMILES is C=C/C(C)=[N+]1/CC1(C)C. The calculation puts the lowest unoccupied orbital energy at -0.1651 Eh. The value obtained for the HOMO-LUMO gap is 10.083 eV.

=====

Least stable of them? arrangement one.

=====

Arrangement one

Entry from OMol25: a 2-piece molecular cluster, C3H3I2N overall (ωB97M-V/def2-TZVPD).

ORCA input file:
```
! RIJCOSX wB97M-V def2-TZVPD def2/J DEFGRID3
* xyz 0 1
C 0.859 -0.914 1.041
C 0.100 -0.240 0.391
C -0.895 0.399 -0.467
N -1.977 0.474 0.425
I -3.424 1.794 0.091
I -2.964 -2.359 -0.132
H 1.435 -1.635 1.479
H -1.106 -0.442 -1.278
H -0.635 1.347 -0.837
*
```

The calculation puts the lowest unoccupied orbital energy (alpha / beta) at -0.1020 / -0.0575 Eh. The value obtained for the HOMO-LUMO gap (alpha / beta) is 6.684 / 8.006 eV.

=====

Arrangement two

Entry from OMol25: one molecule with the formula C3H3I2N (ωB97M-V/def2-TZVPD).

ORCA input file:
```
! RIJCOSX wB97M-V def2-TZVPD def2/J DEFGRID3
* xyz 0 1
C -0.761 1.153 0.686
C 1.025 -1.003 -1.654
C -0.769 0.609 1.867
N -0.627 1.563 -0.458
I 1.318 0.952 -1.920
I -1.189 -1.501 1.888
H 1.525 -1.455 -0.770
H 0.440 -1.424 -2.448
H -0.963 1.107 2.810
*
```

The calculation puts the lowest unoccupied orbital energy (alpha / beta) at -0.0649 / -0.0189 Eh. The value obtained for the HOMO-LUMO gap (alpha / beta) is 5.877 / 7.886 eV.

=====

Least stable of them? arrangement one.

=====

Arrangement one

Entry from OMol25: C5H6ErO4 as an isolated structure (ωB97M-V/def2-TZVPD).

ORCA input file:
```
! RIJCOSX wB97M-V def2-TZVPD def2/J DEFGRID3
* xyz 3 4
O -1.459 -2.303 0.147
C -0.474 -2.739 -0.417
C 0.861 -2.601 0.340
O 0.801 -2.133 1.458
Er -1.265 -1.322 2.337
H -0.496 -3.084 -1.462
H 1.810 -2.880 -0.140
C 1.417 1.961 -1.435
C 0.374 2.107 -0.634
O 0.012 1.019 0.177
C -0.986 1.004 0.998
O -1.629 2.116 1.078
H 1.959 1.018 -1.507
H -0.277 2.976 -0.578
H 1.693 2.784 -2.092
H -2.340 2.076 1.732
*
```

The expectation value of S² is 3.753. The calculation puts the lowest unoccupied orbital energy (alpha / beta) at -0.5485 / -0.5711 Eh. The value obtained for the HOMO-LUMO gap (alpha / beta) is 5.074 / 4.461 eV.

=====

Arrangement two

Entry from OMol25: C5H6ErO4 as an isolated structure (ωB97M-V/def2-TZVPD).

ORCA input file:
```
! RIJCOSX wB97M-V def2-TZVPD def2/J DEFGRID3
* xyz 3 4
O 0.059 1.138 -2.899
C -0.718 0.710 -1.996
O -1.887 0.334 -2.298
O -0.341 0.675 -0.738
C -0.787 -0.416 0.073
C -0.183 -0.274 1.452
Er -1.641 0.922 -4.779
H -0.546 -1.369 -0.415
H -1.879 -0.377 0.167
H -0.893 0.352 2.012
H 1.530 0.500 2.670
C 1.902 -0.950 0.986
C 1.228 0.287 1.633
O 2.596 -1.780 0.712
H 0.061 -0.860 2.470
H 1.500 1.109 0.951
*
```

The expectation value of S² is 3.757. The calculation puts the lowest unoccupied orbital energy (alpha / beta) at -0.5413 / -0.6261 Eh. The value obtained for the HOMO-LUMO gap (alpha / beta) is 6.759 / 4.448 eV.

=====

Least stable of them? arrangement two.